{
  "formula": "C40H50N10",
  "method": "ωB97M-V/def2-TZVPD",
  "species": ["N", "C", "C", "C", "C", "H", "H", "H", "H", "H", "N", "C", "C", "C", "C", "H", "H", "H", "H", "H", "N", "C", "C", "C", "C", "H", "H", "H", "H", "H", "N", "C", "C", "C", "C", "H", "H", "H", "H", "H", "N", "C", "C", "C", "C", "H", "H", "H", "H", "H", "N", "C", "C", "C", "C", "H", "H", "H", "H", "H", "N", "C", "C", "C", "C", "H", "H", "H", "H", "H", "N", "C", "C", "C", "C", "H", "H", "H", "H", "H", "N", "C", "C", "C", "C", "H", "H", "H", "H", "H", "N", "C", "C", "C", "C", "H", "H", "H", "H", "H"],
  "coordinates": [[4.5437, -1.6850, 0.0022], [5.5055, -1.8674, 0.9869], [6.1665, -0.6743, 1.1142], [5.6483, 0.2557, 0.1967], [4.6398, -0.4236, -0.4494], [3.7770, -2.3343, -0.1019], [5.6985, -2.8388, 1.4176], [7.0259, -0.6184, 1.7659], [6.0262, 1.2501, 0.0105], [3.9213, -0.1255, -1.1986], [0.2583, 4.7274, 0.5021], [1.1935, 5.4694, 1.1320], [2.4507, 4.9440, 0.9207], [2.3428, 3.8151, 0.0521], [0.9387, 3.6600, -0.0616], [-0.7491, 4.7972, 0.5209], [0.8972, 6.4116, 1.5688], [3.3992, 5.4052, 1.1534], [3.1638, 3.2253, -0.3282], [0.3756, 2.7932, -0.3746], [-7.0268, 0.4602, 1.5650], [-5.9434, 1.0557, 1.0363], [-5.5456, 0.3654, -0.1068], [-6.3232, -0.7806, -0.1231], [-7.2713, -0.6571, 0.8411], [-7.5568, 0.8509, 2.3308], [-5.5098, 1.9408, 1.4779], [-4.7318, 0.5174, -0.8004], [-6.1304, -1.5895, -0.8122], [-8.0945, -1.2961, 1.1243], [2.4100, 1.4882, -5.7953], [2.1306, 2.7652, -5.5729], [1.7181, 2.9656, -4.3060], [1.7651, 1.6996, -3.7158], [2.1312, 0.8194, -4.6370], [2.8157, 1.1383, -6.6515], [2.2705, 3.4245, -6.4168], [1.5356, 3.9106, -3.8160], [1.4348, 1.4069, -2.7301], [2.1757, -0.2578, -4.5736], [1.2961, -4.6026, -1.3041], [2.2198, -5.5841, -1.2259], [2.9453, -5.3622, -0.0581], [2.3251, -4.3459, 0.6720], [1.2652, -3.8881, -0.1285], [0.7116, -4.4418, -2.1120], [2.1846, -6.3641, -1.9721], [3.8130, -5.9003, 0.2938], [2.7746, -4.0379, 1.6044], [0.5726, -3.0654, -0.0298], [0.0175, 0.6345, 1.4079], [0.3976, -0.1712, 0.3377], [-0.4970, 0.1398, -0.7048], [-1.3616, 1.0479, -0.2787], [-1.1891, 1.1572, 1.0765], [0.4015, 0.5884, 2.3409], [1.2273, -0.8599, 0.3977], [-0.4993, -0.1815, -1.7359], [-2.1260, 1.4691, -0.9149], [-1.6434, 1.6943, 1.8959], [0.6430, -4.4554, -5.2300], [-0.0667, -5.1780, -4.3022], [-0.7761, -4.2629, -3.5611], [-0.5518, -2.9939, -4.1248], [0.3851, -3.1031, -5.1305], [1.3738, -4.7667, -5.8539], [0.0779, -6.2478, -4.2725], [-1.4074, -4.5317, -2.7270], [-0.9448, -2.0752, -3.7151], [0.7978, -2.4206, -5.8586], [-4.5861, -2.3076, 2.2378], [-4.5708, -3.5959, 2.7866], [-3.3424, -4.2253, 2.6740], [-2.5557, -3.2743, 2.0062], [-3.3146, -2.1212, 1.8164], [-5.3647, -1.6690, 2.3155], [-5.4852, -3.9237, 3.2586], [-3.1327, -5.2531, 2.9310], [-1.5646, -3.5010, 1.6419], [-3.0492, -1.1295, 1.4809], [-2.0688, 4.5206, 3.5538], [-2.1354, 5.7728, 2.9921], [-2.8560, 5.8621, 1.8850], [-3.1652, 4.5951, 1.6052], [-2.8905, 3.8445, 2.7042], [-1.6018, 4.1626, 4.3746], [-1.6381, 6.5609, 3.5380], [-3.1117, 6.7203, 1.2812], [-3.6301, 4.2967, 0.6772], [-3.1790, 2.8147, 2.8542], [3.2250, 0.9566, 2.0507], [2.7437, 1.9135, 2.8803], [1.9962, 1.2631, 3.8373], [1.9769, -0.1004, 3.5616], [2.8554, -0.2880, 2.4920], [3.8438, 1.1185, 1.2691], [2.9362, 2.9756, 2.8434], [1.2682, 1.7422, 4.4752], [1.3964, -0.8534, 4.0739], [3.1571, -1.1830, 1.9683]],
  "mulliken_spin": [-0.025, 0.028, -0.005, 0.015, -0.015, 0.006, -0.003, -0.011, -0.010, 0.034, -0.121, 0.087, -0.047, 0.034, 0.107, 0.002, 0.009, -0.017, -0.010, -0.017, 0.143, 0.010, 0.040, -0.096, 0.378, -0.285, 0.226, -0.080, -0.053, -0.121, -0.032, 0.036, -0.012, -0.056, 0.169, -0.028, -0.006, 0.001, -0.029, -0.008, -0.111, 0.104, -0.084, 0.124, -0.017, 0.037, 0.033, -0.022, -0.015, -0.032, -0.001, 0.059, 0.016, -0.035, -0.298, 0.027, -0.082, 0.028, -0.025, 0.118, -0.044, 0.100, 0.049, 0.072, 0.146, -0.027, -0.042, -0.015, -0.106, -0.024, -0.214, 0.130, -0.003, 0.051, 0.474, -0.037, -0.023, -0.044, -0.030, -0.181, -0.414, -0.042, 0.397, -0.375, 1.750, -0.158, -0.139, -0.140, -0.143, -0.099, 0.025, -0.021, 0.204, 0.024, -0.046, 0.026, 0.027, -0.180, -0.027, 0.037],
  "charge": -1,
  "e_above_lowest_kcal_mol": 5.5,
  "homo_lumo_gap_ev": [1.20, 7.43],
  "multiplicity": 2,
  "s_squared": 0.750,
  "e_homo_ev": [0.82, -5.45],
  "energy_ev": -57185.87753
}